No. 1
The following is a quantum chemistry calculation of a single C3H4N2O3 molecule, from the OMol25 dataset.

Results
E_LUMO = -0.0380 Ha
spin multiplicity = 1
HOMO-LUMO gap = 8.59 eV
SMILES = O=CC(/C=N/O)=N\O

Each line ends with the Mulliken charge.
Geometry (Å):
O1 -1.99297 1.44178 -0.02023  -0.53
C1 -0.78656 1.05590 0.06061  0.10
C2 -0.54473 -0.43493 0.14272  0.46
C3 0.83517 -0.84929 0.35418  -0.33
N1 1.67792 0.09801 0.15536  -0.21
O2 3.08625 -0.06122 -0.31516  -0.39
N2 -1.41833 -1.36680 -0.10051  -0.34
O3 -2.69177 -0.86380 -0.18313  -0.37
H1 -0.10019 1.89830 0.22215  0.39
H2 0.97124 -1.89193 0.28116  0.45
H3 3.49153 0.75104 -0.33000  0.32
H4 -2.52756 0.22295 -0.26715  0.45

=====

No. 2
The following is a quantum chemistry calculation of a single C3H4N2O3 molecule, from the OMol25 dataset.

Results
E_LUMO = 0.0179 Ha
spin multiplicity = 1
HOMO-LUMO gap = 8.25 eV
SMILES = O=C=C(O)/N=C\NO

Each line ends with the Mulliken charge.
Geometry (Å):
O1 0.03980 -0.21663 2.65433  -0.44
C1 0.65409 -0.61741 1.72702  0.54
C2 1.35221 -0.76609 0.57869  0.19
O2 2.50444 -1.49644 0.50473  -0.51
N1 0.59637 -0.58814 -0.52450  -0.42
C3 -0.42765 0.08437 -0.86303  0.04
N2 -1.32289 0.78319 -0.04340  -0.06
O3 -2.03904 1.76389 -0.78178  -0.42
H1 2.45419 -1.86949 -0.41338  0.35
H2 -0.74057 0.25961 -1.94180  0.17
H3 -1.13322 1.11563 0.90201  0.23
H4 -1.93773 1.54750 -1.79888  0.34

=====

No. 3
The following is a quantum chemistry calculation of a single C3H4N2O3 molecule, from the OMol25 dataset.

Results
E_LUMO = 0.0064 Ha
spin multiplicity = 1
HOMO-LUMO gap = 7.77 eV
SMILES = [H]/N=c1\[nH]c(O)c(O)o1

Each line ends with the Mulliken charge.
Geometry (Å):
H1 2.98930 -0.87697 0.11629  0.19
N1 2.50708 0.07716 0.24152  -0.69
C1 1.25637 0.00193 -0.08014  0.48
N2 0.42257 -1.02800 -0.20989  -0.08
C2 -0.99199 -0.56400 -0.08750  0.02
O1 -2.01528 -1.41464 0.20173  -0.53
C3 -0.74378 0.85473 0.07809  0.46
O2 -1.46620 1.99689 0.02440  -0.53
O3 0.58512 1.16360 -0.09229  -0.44
H2 0.89712 -1.94001 -0.10633  0.24
H3 -2.88605 -0.83262 -0.18316  0.42
H4 -0.55426 2.56193 0.09727  0.47

=====

No. 4
The following is a quantum chemistry calculation of a single C3H4N2O3 molecule, from the OMol25 dataset.

Results
E_LUMO (spin up / spin down) = -0.0262 / 0.0010 Ha
spin multiplicity = 1
HOMO-LUMO gap (spin up / spin down) = 8.34 / 8.09 eV

Each line ends with the Mulliken charge.
Geometry (Å):
C1 -0.07911 0.20624 -0.80280  0.07
C2 1.99943 0.29526 0.16909  0.52
C3 1.23563 -0.81755 0.65619  -0.38
N1 -0.93149 1.39515 -0.08680  0.02
N2 0.02763 -0.84009 0.08569  -0.13
O1 1.13952 0.80786 -0.94326  -0.39
O2 3.04576 0.72136 0.49961  -0.48
O3 -0.89217 1.36112 1.19003  -0.43
H1 -0.76089 -0.12525 -1.64261  0.32
H2 1.18796 -1.11182 1.66196  0.35
H3 -0.62892 2.30758 -0.44555  0.25
H4 -0.84478 -1.38123 0.35622  0.28

=====

No. 5
The following is a quantum chemistry calculation of 3 unconnected molecules or ions with the total composition C3H4N2O4, from the OMol25 dataset.

Results
E_LUMO = -0.0366 Ha
spin multiplicity = 1
HOMO-LUMO gap = 7.80 eV

Each line ends with the Mulliken charge.
Geometry (Å):
C1 -0.50185 0.01310 -0.16581  0.75
C2 -0.66384 0.97323 1.84791  -0.14
C3 0.87089 0.46864 0.23465  0.44
H1 -2.32794 -1.86946 -0.40396  0.37
H2 -1.18176 1.83270 1.87617  0.29
H3 -0.49350 0.42886 2.80614  0.24
H4 0.88321 -0.43774 -1.90724  0.47
N1 -0.57046 -0.60610 -1.26527  -0.23
N2 1.94203 0.15388 -0.25028  -0.49
O1 -1.76343 -1.22171 -1.55201  -0.51
O2 -1.30546 0.14846 0.88894  -0.38
O3 0.65833 1.24775 1.30565  -0.35
O4 1.82153 -0.86434 -1.05042  -0.45

=====

No. 6
The following is a quantum chemistry calculation of a single C3H4N2OS molecule, from the OMol25 dataset.

Results
E_LUMO = 0.0280 Ha
spin multiplicity = 1
HOMO-LUMO gap = 9.27 eV
SMILES = Nc1ncc(S)o1

Each line ends with the Mulliken charge.
Geometry (Å):
N1 -2.63174 -0.78398 0.07356  -0.45
C1 -1.45661 -0.08786 -0.00011  0.53
N2 -1.31681 1.20865 -0.00653  -0.58
C2 0.06120 1.38299 0.01621  -0.18
C3 0.67808 0.16737 0.01956  0.16
S1 2.34480 -0.32392 -0.08837  -0.26
O1 -0.31731 -0.79631 0.00749  -0.31
H1 -2.63113 -1.69918 -0.34515  0.25
H2 -3.43147 -0.23334 -0.17756  0.28
H3 0.49294 2.35290 0.00011  0.42
H4 2.53508 -0.61478 1.19339  0.13

=====

No. 7
The following is a quantum chemistry calculation of a single C3H4N2OS molecule, from the OMol25 dataset.

Results
E_LUMO = 0.0098 Ha
spin multiplicity = 1
HOMO-LUMO gap = 8.34 eV
SMILES = C1=NN=CSCO1

Each line ends with the Mulliken charge.
Geometry (Å):
C1 -1.78756 0.05889 -0.26007  0.25
N1 -1.10992 1.12268 -0.08515  -0.09
N2 -0.00519 1.67656 0.29807  -0.56
C2 1.16166 1.13024 0.03760  0.00
S1 1.36739 -0.55442 -0.25589  -0.11
C3 0.01622 -1.27532 0.45105  -0.34
O1 -1.21058 -1.10760 -0.04021  -0.33
H1 -3.02497 0.15045 -0.41208  0.29
H2 2.15565 1.80885 0.08994  0.30
H3 0.16821 -2.41046 0.38835  0.22
H4 -0.02866 -0.89487 1.48781  0.36

=====

No. 8
The following is a quantum chemistry calculation of a single C3H4N2OS molecule, from the OMol25 dataset.

Results
E_LUMO = 0.0280 Ha
spin multiplicity = 1
HOMO-LUMO gap = 9.16 eV
SMILES = [H]/N=c1\o[nH]cc1S

Each line ends with the Mulliken charge.
Geometry (Å):
H1 0.83762 2.58228 -0.17233  0.27
N1 -0.01480 2.06131 -0.02993  -0.64
C1 0.24702 0.85000 -0.05013  0.47
O1 1.54158 0.26371 0.02193  -0.26
N2 1.42091 -1.10582 -0.15802  -0.18
C2 0.03987 -1.39210 -0.05004  -0.45
C3 -0.70524 -0.28820 -0.07250  0.21
S1 -2.48790 -0.21484 -0.01863  -0.25
H2 1.93851 -1.49320 0.59691  0.25
H3 -0.32565 -2.41107 -0.06097  0.40
H4 -2.49191 1.14794 -0.00629  0.18

=====

No. 9
The following is a quantum chemistry calculation of a single C3H4N2OS molecule, from the OMol25 dataset.

Results
E_LUMO = 0.0055 Ha
spin multiplicity = 1
HOMO-LUMO gap = 8.67 eV
SMILES = Nn1ccc(=S)o1

Each line ends with the Mulliken charge.
Geometry (Å):
N1 1.74623 -0.96037 0.14195  -0.62
N2 0.71557 -0.28575 -0.46698  0.29
C1 0.39585 1.02553 -0.15909  -0.31
C2 -0.92893 1.17980 -0.00147  -0.36
C3 -1.54529 -0.16434 -0.06632  0.32
S1 -3.09952 -0.55144 -0.06274  -0.34
O1 -0.55960 -1.02622 -0.23348  -0.30
H1 1.51364 -1.25501 1.11156  0.28
H2 1.95767 -1.79666 -0.40892  0.29
H3 1.21950 1.68992 -0.04997  0.40
H4 -1.41512 2.14454 0.19544  0.36

=====

No. 10
The following is a quantum chemistry calculation of a single C3H4N2OS2 molecule, from the OMol25 dataset.

Results
E_LUMO = -0.0767 Ha
spin multiplicity = 1
HOMO-LUMO gap = 7.51 eV
SMILES = [H]/N=C\NSC(=S)C=O

Each line ends with the Mulliken charge.
Geometry (Å):
H1 -3.03894 -1.65886 -0.58846  0.28
N1 -3.10401 -0.95592 0.23602  -0.59
C1 -2.09498 -0.16004 0.06588  0.10
N2 -1.22596 -0.27346 -1.16276  -0.50
S1 0.09849 0.84150 -1.06370  0.15
C2 0.83183 0.04429 0.39546  0.25
S2 0.44603 -1.26040 1.26697  -0.16
C3 2.06359 0.91190 0.64880  0.04
O1 2.49900 1.47334 -0.54357  -0.49
H2 -1.77554 0.77940 0.73171  0.32
H3 -0.84781 -1.32588 -0.99080  0.34
H4 2.46504 0.94980 1.77006  0.27

=====

For each record above, in turn, the calculated strongest force on any atom values are 0.133, 0.062, 0.101, 0.068, 0.134, 0.027, 0.109, 0.047, 0.045, 0.173 Eh/bohr.
For each record above, in turn, the calculated ΔE to the lowest compared entry with this formula, charge and spin values are 142.2, 119.7, 85.9, 112.7, 225.9, 11.3, 108.8, 59.7, 72.5, 97.3 kcal per mole.